{
  "formula": "C29H67Br20O12P3",
  "method": "ωB97M-V with the def2-TZVPD basis set",
  "homo_ha": -0.351,
  "fmax_ev_per_a": 3.6,
  "e_tot_ev": -1484454.440,
  "lumo_energy_ev": 0.06,
  "species": ["Br", "Br", "Br", "Br", "Br", "Br", "Br", "Br", "Br", "Br", "Br", "Br", "Br", "Br", "Br", "Br", "Br", "Br", "Br", "Br", "P", "P", "P", "O", "O", "O", "O", "O", "O", "O", "O", "O", "O", "O", "O", "C", "C", "C", "C", "C", "C", "C", "C", "C", "C", "C", "C", "C", "C", "C", "C", "C", "C", "C", "C", "C", "C", "C", "C", "C", "C", "C", "C", "C", "H", "H", "H", "H", "H", "H", "H", "H", "H", "H", "H", "H", "H", "H", "H", "H", "H", "H", "H", "H", "H", "H", "H", "H", "H", "H", "H", "H", "H", "H", "H", "H", "H", "H", "H", "H", "H", "H", "H", "H", "H", "H", "H", "H", "H", "H", "H", "H", "H", "H", "H", "H", "H", "H", "H", "H", "H", "H", "H", "H", "H", "H", "H", "H", "H", "H", "H"],
  "xyz": [[-6.1998, -2.5406, -1.0214], [4.6866, 1.2849, -4.8506], [-4.7281, 7.2873, -1.5287], [-5.8179, 1.6126, -0.8575], [2.6296, -3.4857, 3.1611], [-1.4898, -3.8947, -6.8310], [0.8595, 5.0290, 1.3404], [-1.6754, 3.4547, 6.3710], [1.8552, -6.0222, -4.4091], [-2.8801, -3.1159, -0.0579], [4.1938, 6.4431, 2.0568], [-1.2798, -3.7520, -3.4556], [0.9141, 2.8164, -5.4340], [-4.4766, -0.2212, -3.9977], [2.0621, -5.9808, 0.2887], [-1.1379, -5.0655, 5.1628], [3.0692, -1.7580, -3.8366], [0.9357, -1.1287, -8.0033], [-2.1587, 4.5701, -1.2298], [-4.4231, 3.2147, 2.5633], [5.4458, 1.3190, 0.4942], [0.1027, 0.3907, -0.8633], [-2.4947, -1.1405, 4.0069], [4.8507, 0.7802, 1.8648], [-1.3811, -1.5090, 3.1332], [0.8728, -0.6963, -0.1435], [-3.3246, -2.3826, 4.4554], [4.4800, 2.0182, -0.3499], [-1.0804, 0.5875, 0.2038], [6.7667, 2.0711, 0.9151], [-0.3603, 0.2594, -2.2951], [1.1026, 1.5280, -0.6163], [-3.5249, -0.0839, 3.4150], [-2.0817, -0.3195, 5.2623], [5.7743, -0.0261, -0.2305], [-4.0552, 0.7166, -1.3048], [-2.7616, 5.8768, 0.0441], [-3.4930, 0.8574, -2.6518], [2.5539, 4.1011, 1.5219], [-3.7782, 3.2690, 4.4804], [3.1258, -0.1460, -2.7935], [4.4620, 0.5827, -3.0273], [-2.0050, -2.3940, -5.7451], [7.4336, 3.0914, 0.0496], [3.6317, 4.9446, 0.9481], [-4.9923, -3.6994, -1.9395], [-4.3892, -2.3395, 5.3588], [-4.0960, -4.3857, -0.8860], [1.0862, 2.6940, -1.4713], [0.4235, 1.0058, -6.1406], [1.3956, 0.6422, -7.2394], [-4.2078, 6.1240, -0.0617], [-1.0618, -2.2157, -4.5679], [-2.2425, 3.4887, 4.5126], [-0.8987, 1.0994, 1.5556], [0.0960, -4.3433, 3.8243], [0.2649, -2.0679, -0.0691], [-0.8787, -0.7111, 6.1089], [1.2809, -3.8222, 4.5300], [3.4930, 0.2117, 1.9052], [1.6477, -6.3809, -1.5630], [-4.1677, -0.4688, 2.1434], [2.1443, -5.2825, -2.5076], [6.6032, -1.0335, 0.3736], [-4.2342, 4.0822, 5.0374], [-5.2428, -2.7203, 4.8072], [-3.4653, 1.8543, -3.0876], [-0.4430, -1.9762, 0.7554], [-3.5474, -5.1518, -1.4336], [0.5983, -6.5593, -1.6789], [-0.0412, 0.6547, 2.0454], [3.2032, -5.1044, -2.3873], [2.3004, -7.2304, -1.7203], [2.0998, 2.9534, -1.6668], [0.5294, 0.5153, -5.1818], [-4.5392, -1.3920, 5.8679], [-2.1713, 6.7726, -0.1651], [7.5787, 4.0214, 0.6060], [3.1512, -0.3615, -1.7193], [1.1181, -2.6241, 0.2209], [-4.7187, 5.1787, -0.1901], [1.5283, -4.3870, -2.5581], [-0.7678, 2.1816, 1.6190], [-3.0401, -2.5533, -5.4909], [-4.3301, -0.2815, -1.0210], [4.4789, 4.2695, 0.7784], [-1.7860, 0.8147, 2.1012], [7.4556, -0.4707, 0.7603], [0.0007, -2.1945, -4.7282], [-2.4857, 0.4532, -2.6120], [-1.9448, -1.5022, -6.3898], [0.6020, 3.5240, -0.9660], [-4.0010, 2.3002, 4.8932], [-4.1154, -3.0609, 6.1336], [6.8328, 3.3165, -0.8329], [3.3675, 5.4732, 0.0285], [4.4812, 1.4673, -2.3965], [0.4204, -5.2125, 3.2731], [-1.1029, -0.3074, 7.0800], [2.4870, 0.5844, -7.0164], [5.3048, -0.0466, -2.8483], [1.7639, -4.4802, 5.2270], [-0.6854, -1.7694, 6.1834], [3.1650, 0.0952, 0.8808], [-3.4462, -0.4254, 1.3239], [2.8246, 0.9654, 2.3485], [-4.5028, -3.1352, -2.6991], [2.3826, 3.1350, 1.0117], [2.1959, 0.3555, -3.0581], [-0.5873, 1.0905, -6.5392], [-4.3899, -1.5428, 2.1658], [-4.6731, 6.5909, 0.8021], [-1.8295, 4.4152, 4.1509], [2.6361, 3.7932, 2.5725], [-3.4053, 1.2206, -0.5660], [-4.9590, 0.2401, 1.8776], [-1.7178, 2.6678, 4.0732], [-4.6201, -4.8223, -0.0338], [5.9144, -1.4144, 1.1571], [3.5627, -0.7495, 2.4410], [1.2869, 1.3952, -8.0128], [-0.4667, -3.5587, 3.2929], [8.4431, 2.7991, -0.2779], [0.0114, -0.1945, 5.6596], [1.1891, -2.8872, 5.1004], [0.5152, 2.5000, -2.3865], [-2.6313, 5.4894, 1.0439], [6.8607, -1.7443, -0.3990], [-5.5995, -4.4908, -2.3512], [-0.0845, -2.4012, -1.0275], [-1.4161, -1.3767, -3.9486]],
  "atomic_forces_ev_per_a": [[-0.6174, 0.6638, 0.1393], [-0.0781, -0.1775, 0.1664], [0.0921, -0.1031, -0.1599], [0.5890, -0.0811, -0.5697], [0.2422, 0.1828, -0.1199], [0.0710, -0.2890, -0.4112], [-0.4879, 0.1511, 0.3178], [-0.0266, -0.0445, 0.3439], [0.3671, 0.4540, 1.2464], [0.0619, -0.1999, -0.0754], [0.0215, -0.2217, 0.2734], [-0.0497, -0.8685, 1.0469], [-0.1760, -0.1224, -0.4993], [0.2267, 0.1846, 0.3268], [-0.1975, 0.4784, 0.2780], [-0.1268, 0.0592, 0.1294], [-0.1427, -0.6471, -0.0576], [-0.0183, 0.6082, 0.3263], [0.0948, -0.3692, -0.1877], [0.3902, 0.1952, 1.1672], [-1.2209, -0.6398, 0.3548], [-2.7243, 0.7829, -1.3235], [0.1291, 0.7125, -0.7162], [0.2234, 0.5970, 0.6740], [0.2197, -0.5237, -0.3043], [1.3113, -3.3549, -0.1174], [0.9821, -0.0439, -0.7590], [-0.1323, 1.0957, -0.0842], [-0.7413, 0.9134, -0.3433], [0.6904, 0.6433, -0.5664], [0.4683, -0.2146, 2.3731], [1.0190, 1.8857, -0.1733], [-0.5593, -0.2308, -0.7622], [1.4923, -0.3045, 2.1066], [0.6848, -0.2608, -1.5045], [-0.9317, 1.2767, 1.6755], [0.5011, 0.6984, 0.0939], [-0.2285, -0.1803, -1.1462], [-1.2399, -0.9564, 0.3540], [1.4776, 0.6520, -0.8187], [1.1248, 0.4624, 0.1907], [-1.5594, 0.7944, -0.5843], [1.0094, 0.9912, -0.6887], [-0.1968, -0.0624, 0.0867], [0.9438, -0.1726, -0.3837], [-0.1392, -1.1886, 1.8405], [-0.2879, -1.0824, 0.9397], [-0.0093, 0.4490, -0.9207], [-0.8857, 0.1109, -0.0614], [0.8189, 0.8327, 0.4814], [0.7509, -0.0941, -0.1916], [-1.5741, 0.0377, -0.3196], [-1.5112, 0.2492, 0.3996], [-0.8232, -0.4635, 0.3156], [0.1753, -0.1161, -0.3963], [-0.7806, -0.0544, 0.3939], [0.8464, 1.9147, 0.9067], [-0.3107, 1.5466, -1.6260], [1.1092, 1.3092, 0.7199], [0.7602, 0.5975, -0.3978], [1.3717, 0.6158, -0.6748], [0.9969, -0.2868, -0.1822], [-0.9323, -0.8910, -0.8548], [-1.1831, 1.0916, 0.7406], [-0.4726, -0.0924, -0.3395], [-0.4425, 0.3228, 0.3091], [-0.0905, 0.0200, 0.3341], [-0.2189, -0.4686, -0.3324], [0.4089, 0.0597, 0.3475], [-0.3839, -0.3044, 0.0690], [0.2091, -0.3950, -0.0768], [0.0709, 0.1881, -0.1596], [-0.5560, -0.4212, -0.2854], [0.8144, 0.0621, -0.3090], [-0.3481, -0.8981, -0.3417], [-0.1181, 0.3139, -0.4096], [-0.0283, -0.2072, 0.3830], [-0.4019, -0.3581, 0.3062], [-0.3425, -0.3348, -0.2470], [0.5356, -0.9734, 0.3830], [-0.2535, -0.1286, -0.2271], [0.2417, -0.0135, 0.3465], [-0.1280, 0.0732, -0.6241], [-0.0940, 0.0091, 0.4612], [0.4559, -0.5420, 0.0165], [0.0471, 0.5113, -0.0210], [-0.0999, 0.0406, -0.0103], [0.2638, -0.8069, 0.2850], [0.2291, 0.3818, -0.6674], [0.1357, -0.0554, -0.1503], [-0.0035, -0.3496, 0.1601], [-0.0259, -0.0752, 0.2472], [-0.2087, -0.2228, 0.0368], [-0.3383, -0.0252, 0.0522], [-0.1299, -0.2287, 0.1538], [-0.1440, -0.6569, 0.0485], [0.1209, -0.1829, 0.0182], [-0.3663, 0.0129, -0.5953], [-0.0342, 0.1749, 0.2602], [-1.0960, 0.0126, 0.4313], [0.3788, -0.4141, 0.1680], [-0.0345, -0.7721, 0.0342], [-0.4028, -0.4361, -0.3186], [-0.2612, -0.3999, -0.1705], [0.3135, 0.3329, 0.1809], [0.2910, -0.5128, 0.2364], [0.6254, 0.2623, -0.3705], [0.4718, 0.6593, -0.3491], [0.3844, 0.4421, 0.0853], [0.0953, -0.1406, 0.3528], [-0.7799, 0.3944, 0.1836], [0.4760, 0.1068, 0.2345], [-0.4369, 0.3320, -0.3947], [0.3440, 0.6622, -0.1700], [-0.1140, -0.5594, -0.4307], [-0.0615, -0.4683, 0.6345], [0.1708, -0.4709, -0.4462], [-0.2472, 0.0594, -0.4832], [1.2089, -0.4988, -0.1745], [-0.2432, 0.6472, -0.1534], [-0.0732, -0.2220, -0.3642], [0.3969, -0.5592, -0.0666], [-0.5543, -0.6114, 0.3305], [-0.9000, -0.5050, 0.4425], [-0.4487, -0.1366, -0.5623], [0.3873, -0.1126, 0.0968], [0.6384, -0.1951, 0.1977], [0.0631, -0.1769, 0.0905], [-0.1978, -0.0891, -0.4221], [-0.4991, 0.0827, -0.3474], [0.4306, -0.1349, -0.3241]],
  "mulliken_charge": [-0.134, -0.199, -0.172, -0.238, -0.208, -0.174, -0.214, -0.174, -0.178, 0.102, -0.167, -0.157, -0.199, -0.224, -0.183, -0.208, -0.151, -0.171, -0.063, -0.147, 1.113, -0.133, 0.048, -0.502, -0.041, -0.379, -0.179, -0.612, 0.503, -0.432, -0.291, 0.543, -0.077, -0.217, -0.103, 0.700, -0.204, 0.874, 0.597, -0.442, 0.964, -0.372, -0.489, -0.622, -0.067, -0.190, -0.817, -0.836, -0.450, -0.057, -0.374, -0.605, 0.601, -0.233, 0.266, -0.091, 0.566, -0.658, -0.406, 0.348, -0.522, -0.533, -0.251, -0.749, 0.479, 0.279, 0.422, -0.394, 0.353, 0.381, 0.223, 0.521, 0.401, 0.100, -0.300, 0.331, 0.424, 0.274, -0.264, -0.109, 0.221, -0.186, 0.115, 0.347, -0.327, -0.175, -0.659, 0.311, 0.199, -0.754, 0.317, -0.027, 0.258, 0.305, 0.270, 0.400, -0.042, 0.491, 0.347, 0.171, 0.556, 0.565, 0.231, -0.273, -0.078, 0.089, -0.060, -0.927, -0.398, 0.499, 0.425, 0.421, 0.423, 0.536, -0.350, 0.272, -0.153, 0.477, 0.243, 0.165, 0.429, -0.240, 0.287, 0.209, 0.104, 0.079, -0.021, 0.216, 0.426, -0.029, -0.755]
}